# C5H8FNO

The molecule C5H8FNO (wB97M-V/def2-TZVPD, the Open Molecules 2025 dataset).

Structure (XYZ):
```
16
Properties=species:S:1:pos:R:3:mulliken_charge:R:1
C 2.91 -0.97 -0.83 -0.79
C 2.17 -0.23 -0.06 0.31
F 2.71 0.96 0.30 -0.30
C 0.79 -0.17 0.51 -0.23
C 0.06 1.05 0.05 -0.10
N -1.23 1.12 -0.16 -0.47
O -1.86 -0.19 0.01 -0.18
C -3.26 0.16 0.12 -0.43
H 2.69 -2.05 -0.89 0.24
H 3.92 -0.69 -1.05 0.32
H 0.29 -1.08 0.10 0.26
H 0.87 -0.34 1.56 0.31
H 0.71 1.90 -0.04 0.45
H -3.54 0.93 -0.79 0.23
H -3.68 -1.00 -0.14 0.18
H -3.56 0.62 1.31 0.22
```

Summary:
DFT total energy ... -425.01105 hartree
Max |F| ... 4.2 eV/Å
SMILES ... C=C(F)C/C=N\OC
Spin multiplicity ... 1
Kohn-Sham gap ... 0.39303 hartree
HOMO ... -0.360 Eh